No. 1
21
Properties=species:S:1:pos:R:3:forces:R:3 method="wB97M-V/def2-TZVPD" mol_weight_g_mol=115.176 lumo_energy_ev=0.8 de_lowest_ev=2.508 homo_ev=-7.292
O 0.356 -0.451 -3.425 1.5 -0.4 1.6
N -2.339 -0.033 0.836 0.0 -3.6 0.6
C 0.081 -1.782 0.803 -0.9 -0.1 0.2
C 1.413 0.491 0.561 0.5 -2.8 -0.1
C 2.690 -0.005 0.663 -0.5 -1.6 0.5
C -1.094 0.442 0.564 2.9 -0.8 1.5
C -1.084 1.905 0.281 -0.7 0.3 -1.2
C 0.096 -0.263 0.807 -0.3 1.3 -2.0
H 3.630 0.589 0.649 -1.1 -0.2 -0.5
H -0.776 -2.209 1.403 1.0 0.4 -0.5
H 0.733 -0.452 -2.501 -1.0 0.3 -1.0
H 2.902 -1.140 0.828 -0.6 2.2 0.2
H -2.137 2.229 0.253 0.5 0.3 0.1
H -3.112 0.448 0.495 -1.2 1.0 -0.6
H -0.527 2.472 1.019 0.0 0.1 0.0
H 1.008 -2.177 1.203 0.0 -0.2 0.2
H -2.542 -1.069 0.923 0.8 2.0 -0.2
H 1.109 -0.898 -3.842 -0.4 0.1 -0.5
H -0.030 -2.179 -0.239 0.1 0.3 0.7
H -0.686 2.093 -0.740 -0.1 0.0 0.7
H 1.343 1.404 0.024 -0.2 1.3 0.5

***

No. 2
21
Properties=species:S:1:pos:R:3:forces:R:3 method="wB97M-V/def2-TZVPD" mol_weight_g_mol=115.176 smiles="CC(C)CNCC=O" lumo_energy_ev=0.9 de_lowest_ev=1.880 homo_ev=-9.004
O 1.635 -3.415 1.249 -0.1 -0.4 0.2
N 0.165 -0.320 0.245 -0.4 -1.2 -0.4
C 1.228 -1.053 0.940 -0.6 1.4 -0.6
C -0.962 3.152 -0.774 1.2 -0.6 -1.4
C -1.111 1.639 -0.485 0.0 0.7 1.7
C 0.267 1.092 -0.048 -0.3 0.1 0.8
C -1.867 0.749 -1.453 0.2 0.7 -1.6
C 1.130 -2.540 0.616 0.2 1.1 -0.3
H -1.266 -0.057 -1.869 0.2 -0.1 0.3
H -1.669 1.711 0.455 -0.3 -0.7 0.1
H -0.080 3.258 -1.426 -0.1 0.2 0.1
H -2.786 0.308 -1.083 -0.1 0.1 0.3
H 1.198 -0.748 1.992 0.6 -0.7 0.2
H -2.109 1.361 -2.336 -0.3 -0.2 0.2
H 2.163 -0.713 0.479 0.2 -0.1 0.3
H 1.049 1.286 -0.788 -0.1 -0.1 -0.1
H -1.750 3.642 -1.343 -0.4 -0.3 0.3
H -0.712 -0.527 0.708 0.0 0.2 -0.1
H -0.746 3.694 0.141 -0.1 0.1 0.1
H 0.628 -2.669 -0.372 0.0 -0.4 0.2
H 0.530 1.646 0.870 0.2 0.2 -0.2

***

No. 3
21
Properties=species:S:1:pos:R:3:forces:R:3 method="wB97M-V/def2-TZVPD" mol_weight_g_mol=115.176 smiles="[H]/N=C(/C)[C@@H](C)[C@H](C)O" lumo_energy_ev=0.9 de_lowest_ev=2.079 homo_ev=-8.690
O -0.530 -2.071 0.843 0.0 -0.3 0.6
N 1.904 -0.627 1.500 0.3 -0.5 -0.3
C -0.240 0.205 0.025 3.9 0.5 2.4
C -0.095 1.098 -1.195 -0.2 0.0 0.2
C 1.695 1.707 1.257 -0.1 0.0 0.1
C -1.922 -1.265 -1.151 2.6 -0.9 1.2
C -0.419 -1.232 -0.256 -4.0 0.0 -2.7
C 1.231 0.301 0.991 -2.0 0.7 -1.1
H 2.188 2.109 0.372 -0.1 0.1 -0.1
H 0.215 2.098 -0.902 0.1 0.0 0.0
H 0.642 0.690 -1.884 0.0 0.0 -0.1
H -2.244 -2.302 -1.095 -0.1 -0.1 -0.1
H -1.046 1.208 -1.712 0.0 -0.1 -0.1
H -2.687 -0.631 -0.707 0.2 0.2 0.1
H -1.192 -1.718 1.450 0.1 0.0 0.0
H -1.733 -0.998 -2.186 -0.1 0.1 -0.1
H 1.616 -1.575 1.269 -0.4 0.2 0.0
H 0.351 -1.647 -0.908 0.0 0.1 0.1
H 0.857 2.354 1.512 0.0 0.1 -0.1
H -1.008 0.581 0.707 -0.1 -0.1 0.0
H 2.418 1.715 2.072 -0.1 -0.1 0.0

***

No. 4
21
Properties=species:S:1:pos:R:3:forces:R:3 method="wB97M-V/def2-TZVPD" mol_weight_g_mol=115.176 smiles="CC(=O)NCC(C)C" lumo_energy_ev=0.9 de_lowest_ev=2.601 homo_ev=-9.461
O -0.912 -1.958 1.168 0.9 1.1 -1.2
N 0.382 -0.001 0.783 -2.2 -4.4 0.3
C -0.043 0.982 -1.439 -1.9 -0.8 -1.1
C -0.260 -0.918 3.035 4.8 0.2 2.8
C -0.468 0.453 -2.877 0.4 1.4 -0.6
C 0.645 -0.247 -0.614 -4.9 2.0 -1.7
C 0.807 2.275 -1.385 -3.6 0.4 -0.2
C -0.249 -1.011 1.589 -0.7 -0.9 -2.1
H -1.598 0.268 -2.916 1.7 0.1 -0.1
H -1.125 1.153 -1.001 2.5 -0.1 0.0
H 0.094 -0.487 -3.138 -0.6 1.0 0.0
H 1.681 -0.343 -0.906 0.1 -0.6 0.0
H 0.963 0.585 1.249 2.0 2.0 1.7
H 1.435 2.617 -2.164 0.3 -0.1 -1.3
H -0.190 1.319 -3.620 -0.7 -1.9 1.0
H 0.199 3.112 -0.980 0.4 -0.3 -0.5
H 0.188 -1.843 3.614 -0.8 1.4 -1.8
H -1.215 -0.856 3.410 -2.2 0.5 0.7
H 1.388 1.956 -0.640 3.0 -0.1 3.2
H -0.206 -0.929 -0.983 2.4 -0.4 1.0
H 0.413 -0.087 3.392 -1.0 -0.4 0.0

***

No. 5
21
Properties=species:S:1:pos:R:3:forces:R:3 method="wB97M-V/def2-TZVPD" mol_weight_g_mol=115.176 smiles="CCN[C@@H](C)CC=O" lumo_energy_ev=1.0 de_lowest_ev=1.597 homo_ev=-8.861
O 2.900 -0.312 -0.926 0.2 0.2 0.0
N -0.317 0.869 0.826 0.7 0.7 -0.5
C -1.147 -1.231 1.824 -0.6 0.8 -0.2
C 0.546 -0.728 -1.010 1.2 -0.1 1.7
C 1.881 -0.277 -1.562 -0.7 -0.3 -0.2
C -0.146 -0.074 1.907 0.2 -1.3 -0.4
C -0.343 1.593 -1.499 -0.7 -1.1 0.9
C -0.418 0.388 -0.542 -0.4 0.1 -0.2
H -2.142 -0.784 1.758 -0.2 -0.2 0.3
H 0.834 -1.254 -0.091 -0.1 -0.2 -0.2
H 0.388 1.597 0.815 0.1 -0.1 0.6
H 0.575 2.135 -1.297 0.3 0.1 -0.3
H 1.861 0.040 -2.623 0.3 0.2 0.0
H -1.080 -1.848 0.926 0.4 -0.1 0.1
H -0.308 0.434 2.844 0.0 0.3 0.3
H -1.059 -1.853 2.711 -0.1 -0.1 0.0
H -0.373 1.138 -2.482 0.1 0.6 -0.5
H -1.191 2.249 -1.315 0.0 0.1 -0.2
H -1.396 -0.067 -0.555 -0.5 -0.1 -0.6
H 0.089 -1.466 -1.661 -0.3 0.2 -0.4
H 0.846 -0.549 1.952 0.2 0.3 0.0

***

No. 6
21
Properties=species:S:1:pos:R:3:forces:R:3 method="wB97M-V/def2-TZVPD" mol_weight_g_mol=115.176 smiles="C=C(N)[C@@H](C)[C@@H](C)O" lumo_energy_ev=1.0 de_lowest_ev=3.458 homo_ev=-8.347
O -1.646 -0.933 -1.010 0.1 0.0 -0.3
N 2.566 0.177 0.587 -0.7 -2.8 -1.7
C 0.306 0.415 0.228 -5.8 -3.1 -0.3
C -1.195 -0.576 0.267 1.0 2.6 0.6
C -2.222 0.248 1.029 -0.2 -0.4 -0.1
C 1.356 -1.819 -0.547 0.0 -0.3 0.5
C 1.226 -0.675 0.089 6.0 4.0 1.2
C 0.210 1.384 -0.937 0.2 -0.1 0.2
H 2.316 -2.306 -0.603 0.1 0.0 0.1
H 0.506 -2.356 -0.933 -0.2 0.2 -0.2
H 0.996 2.131 -0.851 0.0 0.1 -0.1
H -2.366 1.227 0.569 0.0 0.1 0.0
H -1.010 -1.516 0.789 0.3 0.2 0.0
H -3.184 -0.269 1.033 -0.1 0.0 0.0
H 2.630 0.897 1.295 -0.8 -0.4 -0.2
H 0.317 0.889 1.208 0.2 0.0 -0.1
H -1.910 0.389 2.062 0.0 0.1 0.1
H -0.756 1.891 -0.946 0.0 0.1 0.1
H 3.415 0.068 0.046 -0.3 -0.2 0.3
H -1.882 -0.131 -1.491 0.0 0.0 0.0
H 0.327 0.866 -1.887 0.1 -0.1 0.0

***

No. 7
21
Properties=species:S:1:pos:R:3:forces:R:3 method="wB97M-V/def2-TZVPD" mol_weight_g_mol=115.176 lumo_energy_ev="0.8 / 0.8" de_lowest_ev=5.172 homo_ev="-6.848 / -6.847"
O -0.024 -0.514 1.665 0.1 0.1 0.0
N -1.796 0.047 -0.659 0.6 0.0 0.0
C 0.329 2.223 0.864 0.2 0.1 0.3
C 0.962 -0.286 0.660 -0.2 -1.1 -0.8
C 1.023 1.099 0.136 -1.5 -0.1 -2.0
C 0.494 -1.190 -0.643 -0.2 1.2 1.4
C -0.311 -2.359 -0.630 0.4 0.0 -0.1
C -0.605 -0.347 -1.303 -1.2 -1.8 -0.5
H 0.169 0.063 2.412 0.0 0.0 0.0
H 1.933 -0.690 0.959 0.0 0.1 0.1
H -0.722 -0.443 -2.380 0.1 0.1 0.1
H 2.003 1.357 -0.262 0.0 0.0 0.1
H -2.649 -0.301 -1.070 0.1 0.0 0.1
H -0.728 2.007 1.025 0.0 0.0 -0.1
H 0.046 -3.279 -1.072 0.0 0.0 -0.2
H -1.142 -2.464 0.053 -0.1 0.3 -0.1
H 0.408 3.153 0.299 -0.1 -0.1 0.0
H 0.780 2.413 1.846 0.0 0.0 0.0
H 0.210 0.828 -0.957 2.1 1.3 1.7
H 1.370 -1.245 -1.288 -0.2 0.0 -0.1
H -1.750 -0.072 0.345 -0.1 0.0 0.0

***

No. 8
21
Properties=species:S:1:pos:R:3:forces:R:3 method="wB97M-V/def2-TZVPD" mol_weight_g_mol=115.176 lumo_energy_ev="0.9 / 0.9" de_lowest_ev=5.026 homo_ev="-7.483 / -7.491"
O -0.171 -1.568 0.301 0.4 0.8 0.8
N -0.283 -2.084 -0.933 0.4 -0.5 -1.0
C -0.789 1.370 -0.796 -0.2 0.2 -0.1
C 2.043 -0.811 -0.286 -0.6 0.0 -0.1
C -0.991 0.676 -1.906 0.1 0.1 0.0
C 0.921 -0.388 2.030 -0.3 -0.1 -0.1
C -1.841 1.630 0.234 0.0 0.0 0.0
C 0.877 -0.904 0.632 -0.2 -0.5 -0.2
H -2.756 1.083 0.004 0.0 0.0 0.0
H 2.725 -0.022 0.026 0.0 0.0 0.1
H 2.582 -1.764 -0.313 -0.1 0.0 0.0
H -1.230 -2.475 -0.954 0.2 0.2 0.5
H 0.162 1.860 -0.626 0.2 0.0 0.0
H 1.671 -0.634 -1.297 0.1 0.0 0.0
H -1.490 1.326 1.222 -0.1 0.0 0.1
H 1.095 0.692 2.033 0.0 0.0 0.0
H -0.228 0.552 -2.654 0.2 0.0 -0.1
H 1.738 -0.856 2.585 0.0 0.0 0.0
H -1.945 0.223 -2.121 -0.2 -0.1 0.0
H -0.019 -0.603 2.537 0.1 0.0 0.0
H -2.072 2.699 0.283 0.0 -0.1 0.0

***

No. 9
21
Properties=species:S:1:pos:R:3:forces:R:3 method="wB97M-V/def2-TZVPD" mol_weight_g_mol=115.176 smiles="CNCCCCC=O" lumo_energy_ev=0.9 de_lowest_ev=2.363 homo_ev=-8.741
O 1.483 -0.893 3.064 -0.3 0.1 0.1
N -1.864 -0.470 -1.756 1.1 -0.2 0.1
C -1.560 0.275 -2.959 0.1 -0.1 -1.4
C 1.780 0.069 0.932 -0.7 1.7 0.7
C -0.612 0.896 0.003 -2.1 -1.2 -1.1
C -0.740 -0.448 -0.825 0.3 1.7 0.1
C 0.776 1.186 0.499 0.9 1.5 0.4
C 1.132 -0.865 1.910 1.1 -0.7 0.0
H -1.224 -0.381 -3.784 -0.7 -0.2 0.2
H -0.972 1.700 -0.641 0.6 0.1 -0.6
H -2.739 -0.211 -1.339 -0.1 0.2 0.2
H -1.509 0.923 0.650 1.0 -0.3 1.0
H -0.715 -1.306 -0.163 -0.2 -0.2 0.0
H 0.381 -1.580 1.575 -0.5 -0.1 -0.2
H -0.696 0.952 -2.972 -0.2 0.3 1.0
H 0.731 1.958 1.282 -0.2 -0.5 0.3
H 2.328 -0.280 0.065 -0.3 -0.8 0.0
H -2.414 0.863 -3.303 0.0 -0.2 -0.1
H 2.497 0.597 1.569 0.2 -0.1 -0.3
H 1.315 1.790 -0.248 -0.2 -0.5 -0.3
H 0.177 -0.434 -1.417 0.0 -0.6 -0.2

***

No. 10
21
Properties=species:S:1:pos:R:3:forces:R:3 method="wB97M-V/def2-TZVPD" mol_weight_g_mol=115.176 lumo_energy_ev="-4.2 / -8.5" de_lowest_ev=2.546 spin_multiplicity=2 total_charge=+1 homo_ev="-13.496 / -13.329"
O 0.093 -2.807 1.065 1.6 -0.1 -0.4
N -1.792 -1.022 -0.993 0.9 0.3 0.3
C -2.056 0.383 -0.699 -0.6 -1.0 -1.9
C -1.294 0.895 0.555 0.0 1.2 -1.1
C 2.524 1.051 0.412 -1.9 -0.4 -0.3
C 0.116 0.445 0.489 -1.7 0.2 0.9
C 3.034 0.296 -0.578 0.6 -1.4 0.0
C 1.107 1.379 0.420 2.2 1.5 -0.7
H -1.348 1.983 0.416 0.2 -0.1 0.5
H 0.921 2.478 0.358 -0.4 -0.9 0.5
H -2.554 -1.650 -0.807 -0.1 0.0 -0.3
H 3.096 1.470 1.205 0.8 0.6 0.1
H -0.103 -2.200 0.343 -1.1 -0.5 0.3
H -1.794 1.064 -1.553 0.2 -0.8 0.6
H 2.500 -0.208 -1.389 -0.3 0.5 0.4
H -0.593 -2.902 1.715 -0.7 0.3 -0.1
H 0.347 -0.593 0.721 0.2 0.2 -0.4
H -1.814 0.672 1.472 0.0 -0.6 0.4
H -3.152 0.434 -0.708 0.2 0.7 1.1
H -1.320 -1.202 -1.864 -0.3 -0.1 -0.1
H 4.081 0.032 -0.581 0.3 0.4 0.0

***

No. 11
21
Properties=species:S:1:pos:R:3:forces:R:3 method="wB97M-V/def2-TZVPD" mol_weight_g_mol=115.176 lumo_energy_ev="-4.3 / -9.0" de_lowest_ev=1.838 spin_multiplicity=2 total_charge=+1 homo_ev="-14.986 / -14.971"
O 1.984 0.866 3.246 -0.6 -0.2 0.6
N 1.414 2.168 0.133 -1.1 -1.7 0.2
C 2.133 1.048 2.102 0.8 0.1 0.0
C 0.344 -0.099 0.759 -0.5 -1.7 -0.1
C -0.779 -1.394 -1.110 -0.1 0.6 0.2
C -2.120 -1.692 -1.800 0.1 -0.7 0.1
C 0.912 1.278 1.114 0.2 1.9 0.2
C -0.839 -0.116 -0.257 0.5 0.9 0.1
H 3.148 1.174 1.690 0.0 -0.2 -0.4
H 0.046 -0.506 1.730 0.1 -0.2 -0.1
H 2.241 1.831 -0.344 0.1 0.2 -0.4
H -1.958 -1.819 -2.867 -0.3 0.3 -0.1
H -2.547 -2.637 -1.459 0.2 0.0 0.1
H -0.489 -2.207 -0.446 0.0 -0.2 0.0
H 1.056 -0.792 0.302 0.5 0.3 0.3
H 0.028 -1.269 -1.835 0.0 -0.2 0.0
H 0.676 2.562 -0.447 0.5 0.6 0.1
H -1.829 -0.044 0.192 0.2 0.1 0.4
H -2.901 -0.965 -1.590 0.2 0.3 -0.2
H 0.176 1.810 1.729 -0.2 -0.1 -0.3
H -0.694 0.802 -0.841 -0.4 -0.3 -0.5